{
  "formula": "C25H71O36P7S2",
  "method": "the ωB97M-V functional and the def2-TZVPD basis",
  "elements": ["C", "O", "P", "O", "O", "C", "O", "C", "H", "H", "H", "H", "H", "H", "H", "H", "H", "C", "O", "P", "O", "O", "C", "O", "C", "H", "H", "H", "H", "H", "H", "H", "H", "H", "C", "O", "P", "O", "O", "C", "O", "C", "H", "H", "H", "H", "H", "H", "H", "H", "H", "C", "O", "P", "O", "O", "C", "O", "C", "H", "H", "H", "H", "H", "H", "H", "H", "H", "C", "O", "P", "O", "O", "C", "O", "C", "H", "H", "H", "H", "H", "H", "H", "H", "H", "C", "O", "P", "O", "O", "C", "O", "C", "H", "H", "H", "H", "H", "H", "H", "H", "H", "C", "O", "P", "O", "O", "C", "O", "C", "H", "H", "H", "H", "H", "H", "H", "H", "H", "O", "S", "O", "O", "C", "C", "O", "H", "H", "H", "H", "O", "S", "O", "O", "C", "C", "O", "H", "H", "H", "H"],
  "positions_angstrom": [[1.680, -7.689, -0.298], [0.793, -7.596, -1.410], [0.591, -6.325, -2.293], [-0.388, -6.476, -3.364], [0.228, -5.183, -1.251], [-0.549, -4.100, -1.694], [2.069, -6.003, -2.782], [2.252, -5.256, -3.970], [1.170, -7.388, 0.618], [2.616, -7.148, -0.431], [1.912, -8.747, -0.164], [-1.180, -3.743, -0.876], [-1.104, -4.170, -2.622], [0.083, -3.197, -1.731], [1.549, -4.428, -4.106], [2.196, -5.942, -4.813], [3.204, -4.724, -4.012], [-0.211, -1.042, -4.305], [-0.115, 0.152, -5.090], [0.940, 1.285, -4.678], [2.251, 0.863, -4.220], [0.055, 1.980, -3.550], [-1.345, 2.226, -3.715], [0.787, 2.191, -5.951], [1.594, 1.920, -7.099], [-1.205, -1.133, -3.874], [0.584, -1.056, -3.558], [-0.023, -1.881, -4.973], [-1.869, 1.409, -3.212], [-1.663, 2.163, -4.754], [-1.617, 3.147, -3.211], [2.432, 1.247, -6.909], [2.003, 2.877, -7.416], [1.019, 1.488, -7.917], [1.800, 3.675, -1.554], [1.698, 5.104, -1.576], [3.014, 5.978, -1.503], [3.484, 6.216, -0.137], [2.660, 7.271, -2.321], [1.679, 8.219, -1.891], [3.970, 5.125, -2.440], [5.288, 5.660, -2.662], [0.964, 3.239, -1.017], [2.739, 3.357, -1.091], [1.861, 3.321, -2.578], [1.283, 8.697, -2.778], [2.091, 8.857, -1.111], [0.854, 7.700, -1.388], [6.015, 4.865, -2.506], [5.519, 6.431, -1.928], [5.302, 5.992, -3.695], [-1.145, 1.538, 7.917], [-0.305, 0.543, 7.330], [-1.076, -0.774, 6.886], [-1.804, -1.431, 7.963], [-1.913, -0.249, 5.649], [-3.075, -0.966, 5.205], [0.009, -1.768, 6.284], [1.094, -1.177, 5.597], [-2.091, 1.180, 8.310], [-1.189, 2.435, 7.301], [-0.579, 1.894, 8.785], [-3.938, -0.432, 5.598], [-3.113, -2.024, 5.447], [-3.078, -0.832, 4.123], [1.317, -1.652, 4.641], [2.079, -1.401, 6.046], [1.133, -0.093, 5.533], [-5.198, -1.008, -0.299], [-5.498, 0.275, -0.854], [-4.655, 1.534, -0.373], [-3.262, 1.678, -0.818], [-5.594, 2.728, -0.801], [-5.366, 3.324, -2.065], [-4.805, 1.472, 1.201], [-3.627, 1.657, 2.015], [-4.595, -0.982, 0.618], [-4.624, -1.691, -0.924], [-6.096, -1.506, 0.065], [-6.057, 3.000, -2.843], [-4.323, 3.191, -2.352], [-5.492, 4.408, -2.014], [-3.005, 2.409, 1.537], [-3.092, 0.714, 2.130], [-3.949, 2.001, 2.994], [-3.266, -4.651, 2.197], [-4.364, -4.276, 1.365], [-5.099, -5.288, 0.387], [-4.277, -6.417, 0.002], [-6.462, -5.516, 1.148], [-7.225, -4.414, 1.665], [-5.486, -4.249, -0.758], [-5.746, -4.691, -2.084], [-3.222, -3.991, 3.066], [-2.307, -4.512, 1.713], [-3.415, -5.676, 2.533], [-8.096, -4.287, 1.020], [-6.663, -3.486, 1.692], [-7.559, -4.749, 2.642], [-5.439, -5.730, -2.235], [-5.182, -4.081, -2.790], [-6.796, -4.649, -2.385], [4.943, 1.483, -2.386], [5.381, 1.407, -1.039], [5.317, -0.008, -0.312], [4.069, -0.721, -0.516], [6.657, -0.735, -0.720], [7.894, -0.029, -0.677], [5.646, 0.356, 1.195], [4.571, 0.756, 2.044], [4.608, 0.527, -2.806], [5.770, 1.658, -3.086], [4.147, 2.206, -2.518], [7.799, 1.030, -0.444], [8.370, -0.096, -1.655], [8.521, -0.522, 0.062], [4.362, 0.019, 2.817], [3.696, 1.113, 1.505], [4.917, 1.634, 2.606], [0.766, -2.586, 0.654], [0.480, -1.270, 1.105], [0.228, -1.062, 2.484], [1.541, -0.226, 0.609], [1.228, 0.260, -0.724], [-0.294, 0.313, -0.671], [-0.727, -0.701, 0.241], [1.724, 1.213, -0.829], [1.591, -0.525, -1.389], [-0.823, 0.188, -1.608], [-0.570, 1.256, -0.195], [0.934, 4.953, 1.758], [1.024, 3.746, 2.475], [0.866, 2.494, 1.824], [2.382, 3.771, 3.310], [2.249, 3.043, 4.533], [0.755, 3.136, 4.871], [0.102, 3.797, 3.807], [2.570, 2.019, 4.330], [2.909, 3.480, 5.276], [0.595, 3.722, 5.776], [0.360, 2.142, 5.094]],
  "smiles": "COP(=O)(OC)OC.COP(=O)(OC)OC.COP(=O)(OC)OC.COP(=O)(OC)OC.COP(=O)(OC)OC.COP(=O)(OC)OC.COP(=O)(OC)OC.O=S1(=O)OCCO1.O=S1(=O)OCCO1",
  "de_lowest_kj_mol": 0.0,
  "homo_lumo_gap_ev": 10.5
}

{
  "formula": "C24H24N2OS4SbSe5W",
  "method": "the ωB97M-V functional and the def2-TZVPD basis",
  "elements": ["W", "S", "C", "C", "C", "C", "C", "C", "S", "C", "C", "C", "C", "C", "C", "C", "S", "C", "C", "C", "C", "C", "C", "S", "N", "H", "H", "H", "H", "H", "H", "H", "H", "H", "H", "H", "H", "H", "H", "H", "C", "C", "C", "C", "O", "H", "H", "H", "H", "H", "H", "H", "H", "H", "Se", "Sb", "Se", "Se", "Se", "Se", "C", "N"],
  "positions_angstrom": [[0.585, -0.283, -0.254], [2.796, -0.529, -1.336], [3.547, 1.030, -1.046], [4.239, 1.708, -2.043], [4.803, 2.947, -1.779], [4.714, 3.501, -0.512], [4.034, 2.830, 0.494], [3.424, 1.620, 0.207], [2.399, 0.754, 1.382], [1.608, 2.165, 2.181], [0.202, 1.880, 2.586], [-0.295, 2.513, 3.705], [-1.644, 2.399, 3.995], [-2.439, 1.696, 3.124], [-1.858, 1.081, 2.021], [-2.781, 0.425, 1.051], [-1.974, -0.581, -0.187], [-1.981, -2.217, 0.503], [-3.121, -2.979, 0.288], [-3.166, -4.301, 0.690], [-2.043, -4.863, 1.279], [-0.909, -4.101, 1.491], [-0.860, -2.756, 1.124], [0.585, -1.840, 1.588], [-0.552, 1.124, 1.774], [4.306, 1.267, -3.029], [5.284, 3.497, -2.577], [5.125, 4.481, -0.313], [3.962, 3.272, 1.478], [1.620, 2.997, 1.469], [2.198, 2.435, 3.056], [0.369, 3.084, 4.338], [-2.060, 2.859, 4.880], [-3.504, 1.603, 3.278], [-3.296, 1.208, 0.490], [-3.492, -0.218, 1.573], [-3.977, -2.524, -0.196], [-4.063, -4.885, 0.538], [-2.052, -5.900, 1.589], [-0.046, -4.538, 1.976], [1.053, -2.824, -3.430], [-0.068, -1.913, -2.939], [-1.405, -2.646, -2.977], [-0.125, -0.627, -3.751], [0.210, -1.626, -1.561], [0.867, -3.110, -4.467], [1.103, -3.727, -2.820], [2.012, -2.311, -3.375], [-1.600, -2.981, -3.997], [-2.219, -1.988, -2.671], [-1.388, -3.514, -2.317], [-0.317, -0.872, -4.797], [0.820, -0.083, -3.688], [-0.925, 0.030, -3.404], [-0.771, 3.942, -3.896], [-0.596, 4.526, -1.594], [0.391, 1.864, -1.088], [1.373, 5.601, -0.764], [-2.412, 4.104, -0.080], [-0.516, -1.046, 5.070], [-2.094, -1.265, 4.139], [-3.075, -1.396, 3.530]],
  "total_charge": -1,
  "de_lowest_kj_mol": 71.3,
  "homo_lumo_gap_ev": [4.6, 4.6]
}

{
  "formula": "C8H3ClMoN2O6",
  "method": "the ωB97M-V functional and the def2-TZVPD basis",
  "elements": ["Mo", "O", "C", "C", "C", "N", "C", "C", "C", "O", "O", "C", "O", "O", "H", "H", "H", "O", "C", "N", "Cl"],
  "positions_angstrom": [[-0.041, 0.143, -2.137], [-0.187, 0.523, 3.970], [-0.085, 0.436, 2.684], [1.139, 0.523, 1.967], [1.099, 0.419, 0.611], [-0.057, 0.249, -0.061], [-1.229, 0.154, 0.606], [-1.294, 0.240, 1.959], [-2.358, -0.047, -0.375], [-3.499, -0.187, -0.171], [-1.760, -0.041, -1.639], [2.252, 0.456, -0.363], [3.394, 0.568, -0.146], [1.679, 0.319, -1.627], [0.634, 0.661, 4.466], [2.087, 0.668, 2.472], [-2.231, 0.164, 2.498], [0.324, -3.347, -4.455], [0.229, -2.414, -3.817], [0.126, -1.394, -3.120], [-0.221, 1.905, -3.320]],
  "total_charge": 2,
  "de_lowest_kj_mol": 10.8,
  "homo_lumo_gap_ev": 7.6
}